Version P
Formula: C17H26NO2
Source: the Open Molecules 2025 dataset
Level of theory: ωB97M-V with the def2-TZVPD basis set

Properties
**Total charge**: +1
**M**: 276.40 g mol⁻¹

XYZ file:
```
46
C17H26NO2 ωB97M-V with the def2-TZVPD basis set
C -0.63017 -1.85746 0.77990
C -1.49552 -1.89338 -0.21794
C -2.92536 -1.44158 -0.07021
N -2.99409 0.02668 0.15899
H -2.30365 0.26250 0.90719
C -2.47949 0.82046 -0.98270
H -3.28422 1.11007 -1.65538
H -1.75884 0.20438 -1.52265
C -1.76385 2.05141 -0.38999
O -1.03305 1.65434 0.74172
C 0.27980 1.19244 0.59424
C 0.91564 0.96012 -0.60975
C 2.21894 0.48409 -0.62909
C 2.89915 0.22086 0.55658
C 2.23637 0.45778 1.76915
C 0.94965 0.93780 1.78811
H 0.44758 1.13665 2.72154
H 2.76642 0.26032 2.68627
O 4.14454 -0.27099 0.66760
C 4.97624 -0.45365 -0.47958
C 6.10014 -1.38367 -0.03804
H 5.69186 -2.32753 0.31305
H 6.77195 -1.57504 -0.86905
H 6.65843 -0.92537 0.77327
C 5.52478 0.88500 -0.96872
H 6.14886 0.73015 -1.84394
H 6.12443 1.34127 -0.18525
H 4.72042 1.56992 -1.22759
H 4.39710 -0.94198 -1.27670
H 2.68526 0.32429 -1.58740
H 0.43525 1.15227 -1.55714
H -1.13857 2.53677 -1.14267
H -2.49081 2.78501 -0.02812
C -4.34462 0.45489 0.62217
C -5.43791 0.03350 -0.31515
C -6.42706 -0.76539 0.03979
H -7.21548 -1.02432 -0.64397
H -6.50298 -1.17962 1.03161
H -5.40599 0.45040 -1.31171
H -4.33604 1.54310 0.72342
H -4.51939 0.01864 1.60804
H -3.51389 -1.68062 -0.95692
H -3.38481 -1.93155 0.79183
H -1.19902 -2.25579 -1.19050
H 0.38984 -2.17190 0.65529
H -0.89781 -1.52528 1.77041
```

=====

Version Q
Formula: C17H26NO2
Source: the Open Molecules 2025 dataset
Level of theory: ωB97M-V with the def2-TZVPD basis set

Properties
**Total charge**: +1
**M**: 276.40 g mol⁻¹

XYZ file:
```
46
C17H26NO2 ωB97M-V with the def2-TZVPD basis set
C -1.41134 -0.12332 -1.66139
C -0.25091 0.45718 -0.92257
C 1.10946 0.27898 -1.36646
C 2.02834 1.36846 -1.60896
C 1.58284 2.79717 -1.72238
C 3.37424 1.09890 -1.77290
C 3.89078 -0.18545 -1.83335
C 5.36681 -0.45041 -1.92157
C 2.96604 -1.24980 -1.82475
C 1.59112 -1.02932 -1.65724
C 0.69603 -2.22142 -1.72785
H -2.21824 0.62611 -1.74441
H -1.22949 -0.49273 -2.69091
H -1.81672 -0.95445 -1.05546
H -0.47219 1.46799 -0.54413
H 2.46440 3.45965 -1.74520
H 1.01549 2.99487 -2.64844
H 0.95667 3.11220 -0.87876
H 4.08283 1.93578 -1.84611
H 5.56992 -1.52233 -1.94003
H 5.80665 0.00048 -2.82268
H 5.89807 -0.02080 -1.05939
H 3.33311 -2.26115 -1.91981
H 1.30575 -3.13691 -1.80681
H 0.06305 -2.30179 -0.82850
H 0.03417 -2.19968 -2.61148
C -5.11732 -1.86656 2.65157
O -4.28344 -0.77224 2.21608
C -3.00712 -1.03434 1.89182
C -2.25826 0.19966 1.39711
C -2.21928 1.30060 2.46633
C -0.72597 1.58549 2.71927
C 0.04700 0.45485 2.03205
N -0.84969 -0.10471 0.95891
O -2.52003 -2.15589 1.98487
H -6.14681 -1.54520 2.47925
H -4.90529 -2.78153 2.08288
H -4.95673 -2.05002 3.72155
H -2.83859 0.53111 0.53010
H -2.69806 2.18690 2.03011
H -2.74998 1.03071 3.39991
H -0.45516 2.52523 2.23056
H -0.48641 1.69672 3.79028
H 0.99940 0.77551 1.62332
H 0.26494 -0.30978 2.78953
H -0.83007 -1.11470 1.16601
```

=====

Ranked by calculated energy, most stable first: version Q, version P.

=====

Version P
Formula: C5H6
Source: the Open Molecules 2025 dataset
Level of theory: ωB97M-V with the def2-TZVPD basis set

Properties
**M**: 66.10 g mol⁻¹

XYZ file:
```
11
C5H6 ωB97M-V with the def2-TZVPD basis set
C -0.86717 -2.10803 0.94636
C -0.74441 -1.09309 0.30932
C -0.43111 0.06114 -0.49780
C 0.07930 1.33740 0.12538
C 1.03514 0.41264 -0.55812
H -0.92325 -3.02700 1.48241
H -1.01163 0.16414 -1.40934
H -0.17321 2.26224 -0.38381
H 0.10572 1.41044 1.20728
H 1.46081 0.68890 -1.51577
H 1.67868 -0.19423 0.07060
```

=====

Version Q
Formula: C5H6
Source: the Open Molecules 2025 dataset
Level of theory: ωB97M-V with the def2-TZVPD basis set

Properties
**M**: 66.10 g mol⁻¹

XYZ file:
```
11
C5H6 ωB97M-V with the def2-TZVPD basis set
C -0.84443 -1.03922 -0.00937
C -0.13246 0.21737 0.00219
C -0.88783 1.35360 0.03683
C 1.32176 0.25559 -0.12984
C 2.50066 0.12149 0.01113
H -1.93635 -1.12272 -0.26758
H -0.77960 -1.49318 1.00888
H -0.45983 -1.86647 -0.70351
H -0.39883 2.37340 -0.08524
H -1.96573 1.45010 -0.05660
H 3.58264 -0.24995 0.19311
```

=====

Ranked by calculated energy, most stable first: version P, version Q.

=====

Version P
Formula: C6H16N2O
Source: the Open Molecules 2025 dataset
Level of theory: ωB97M-V with the def2-TZVPD basis set

Properties
**M**: 132.21 g mol⁻¹

XYZ file:
```
25
C6H16N2O ωB97M-V with the def2-TZVPD basis set
C 0.25365 0.53902 -0.25786
C 0.90438 2.84730 -1.16736
C -0.63875 1.02762 0.84330
N -0.44194 0.08811 -1.31257
N -0.16545 2.90711 -2.10787
H 1.08443 1.61033 -0.65609
H 0.07330 -0.22284 -2.12251
H -1.33248 0.53069 -1.56356
H 0.12595 2.86088 -3.07267
H -0.80265 3.67885 -1.96816
H 0.72903 3.46712 -0.29117
H 1.88495 3.05386 -1.59984
H -0.08808 1.68499 1.51528
H -0.98404 0.17735 1.43477
H -1.52020 1.57541 0.46919
C -0.90311 -3.08212 0.54165
C 1.23809 -2.13095 1.55646
C -0.19659 -2.53854 1.76469
O -0.77213 -2.38098 2.81919
H 1.24844 -1.24662 0.90063
H 1.70407 -1.89007 2.50923
H -0.85118 -2.34476 -0.26154
H -0.40565 -3.98886 0.19318
H -1.94351 -3.29946 0.77387
H 1.79945 -2.92343 1.05978
```

=====

Version Q
Formula: C6H16N2O
Source: the Open Molecules 2025 dataset
Level of theory: ωB97M-V with the def2-TZVPD basis set

Properties
**M**: 132.21 g mol⁻¹

XYZ file:
```
25
C6H16N2O ωB97M-V with the def2-TZVPD basis set
C 1.53740 1.93000 -1.60644
C 1.05053 0.90606 -0.53521
C 0.76580 1.47366 0.92098
N -0.34925 0.64946 1.53624
C -0.45287 -0.51420 0.60355
C -1.53611 -1.62256 0.84670
N -0.99109 -2.66133 1.75489
C -0.35777 0.19886 -0.77107
H 0.73400 2.03094 -2.35512
H 2.41957 1.48398 -2.09357
H 1.77496 2.89100 -1.11688
H 1.74432 0.04695 -0.50844
H 1.63312 1.50756 1.60483
H 0.35474 2.49062 0.80314
H -0.18758 0.27614 2.47182
H -1.21915 1.17936 1.57593
H 0.50886 -1.04175 0.77085
H -1.66270 -2.12943 -0.12708
H -2.48843 -1.24014 1.24898
H -0.77218 -2.25687 2.65785
H -0.16808 -3.08251 1.34516
H -0.48054 -0.41990 -1.69396
H -1.02055 1.10024 -0.82641
O -0.48125 -1.18432 -3.49854
H -0.35575 -2.01183 -3.00818
```

=====

Ranked by calculated energy, most stable first: version P, version Q.

=====

Version P
Formula: C6H16N2O
Source: the Open Molecules 2025 dataset
Level of theory: ωB97M-V with the def2-TZVPD basis set

Properties
**M**: 132.21 g mol⁻¹

XYZ file:
```
25
C6H16N2O ωB97M-V with the def2-TZVPD basis set
C 1.16897 0.93839 0.26780
C -0.22089 1.28168 1.69102
C 2.11347 -0.25723 0.06509
C 0.79625 1.60543 -1.05381
O -1.46340 0.97100 1.46020
H -1.47502 -0.20891 0.80820
H 1.76252 1.65839 0.83575
H 0.29930 0.72839 2.48889
H -0.00526 2.35604 1.67905
H 2.36321 -0.73095 1.01862
H 3.05078 0.06604 -0.40131
H 1.68848 -1.02298 -0.59129
H 1.68372 1.97647 -1.57859
H 0.29633 0.91069 -1.73127
H 0.12861 2.45386 -0.89310
N -0.89654 -1.06721 0.17796
N -0.49027 -2.22099 0.92540
C -1.44172 -1.37956 -1.09713
C -2.28173 -0.57033 -1.72751
H -0.06198 -0.32230 0.16636
H 0.44624 -2.06376 1.28576
H -1.11951 -2.32663 1.71522
H -1.09985 -2.32259 -1.50008
H -2.64984 -0.82691 -2.70879
H -2.59186 0.37396 -1.30242
```

=====

Version Q
Formula: C6H16N2O
Source: the Open Molecules 2025 dataset
Level of theory: ωB97M-V with the def2-TZVPD basis set

Properties
**M**: 132.21 g mol⁻¹

XYZ file:
```
25
C6H16N2O ωB97M-V with the def2-TZVPD basis set
C -1.61534 -1.40076 -0.34013
C -1.30006 0.73140 -1.75296
C -1.59793 1.87120 -0.78561
N -0.65163 -2.30618 -0.32710
O -2.60857 -1.50006 -1.16781
H -2.28511 -0.40773 -1.66092
H -1.54833 -0.63468 0.43005
H -0.63515 -2.98578 -1.07321
H 0.16450 -2.20870 0.27995
H -0.23310 0.49041 -1.77025
H -1.55518 1.01485 -2.78250
H -0.96316 2.75665 -0.91927
H -2.63556 2.20451 -0.88193
H -1.46858 1.55299 0.25659
C 2.12584 1.13321 0.21395
N 1.65136 -1.63732 1.44443
C 1.14630 -0.41892 1.95676
C 1.32775 0.79287 1.43529
H 2.45269 -1.51802 0.83690
H 1.86385 -2.31260 2.16714
H 0.52412 -0.54738 2.83407
H 0.83751 1.61979 1.93278
H 2.78434 0.32269 -0.10515
H 2.75484 2.00628 0.39887
H 1.46461 1.38127 -0.61993
```

=====

Ranked by calculated energy, most stable first: version Q, version P.

=====

Version P
Formula: C5H8N2
Source: the Open Molecules 2025 dataset
Level of theory: ωB97M-V with the def2-TZVPD basis set

Properties
**Total charge**: +2
**M**: 96.13 g mol⁻¹

XYZ file:
```
15
C5H8N2 ωB97M-V with the def2-TZVPD basis set
C -0.19648 0.51612 1.70734
C -1.91443 -0.43525 -0.29453
C 1.28798 -0.25995 -0.16770
C 0.30300 0.37638 -1.17253
C 1.07677 -0.13472 1.21840
N -1.06563 -0.28790 -1.22791
N -1.32688 0.15053 1.32207
H -0.23021 0.94822 2.66962
H -2.95087 -0.56694 -0.16218
H 1.60339 -1.14782 -0.65568
H 2.42550 -0.00751 -0.14389
H 0.05303 1.41194 -0.72929
H 0.57548 0.45742 -2.22551
H 1.75097 -0.50193 2.00589
H -1.39163 -0.51860 -2.14411
```

=====

Version Q
Formula: C5H8N2
Source: the Open Molecules 2025 dataset
Level of theory: ωB97M-V with the def2-TZVPD basis set

Properties
**Total charge**: +2
**M**: 96.13 g mol⁻¹

XYZ file:
```
15
C5H8N2 ωB97M-V with the def2-TZVPD basis set
C 2.22615 -0.13673 0.14736
C -2.11177 0.09000 -0.00717
C 3.43969 0.59903 0.39091
C -3.32723 0.59881 0.35929
C -0.16477 -1.30510 -0.79586
N 1.28408 -0.65219 -0.30552
N -1.11631 -0.50020 -0.21343
H 4.00579 0.26361 1.35311
H 3.93182 0.56443 -0.48591
H 3.12525 1.70317 0.48960
H -4.08507 0.40127 -0.38394
H -3.76800 0.18066 1.35492
H -3.22675 1.76055 0.38016
H 0.01786 -2.34314 -0.40000
H -0.23075 -1.22419 -1.88352
```

=====

Ranked by calculated energy, most stable first: version Q, version P.